[1]
{
  "formula": "C16H45ClN3O6",
  "method": "ωB97M-V/def2-TZVPD",
  "symbols": ["Cl", "C", "O", "C", "C", "N", "C", "C", "O", "C", "H", "H", "H", "H", "H", "H", "H", "H", "H", "H", "H", "H", "H", "H", "H", "C", "C", "C", "O", "C", "N", "H", "H", "H", "H", "H", "H", "H", "H", "H", "H", "H", "C", "C", "C", "O", "C", "N", "H", "H", "H", "H", "H", "H", "H", "H", "H", "H", "H", "C", "O", "H", "H", "H", "H", "C", "O", "H", "H", "H", "H"],
  "xyz": [[-0.29, -0.11, -0.26], [2.96, -2.06, 0.67], [2.36, -1.79, 1.92], [2.90, -0.70, 2.71], [2.75, 0.68, 1.94], [1.36, 0.99, 1.46], [0.64, 1.44, 2.64], [-0.84, 1.68, 2.36], [-1.20, 2.61, 1.30], [-2.64, 2.61, 1.04], [2.54, -3.02, 0.37], [4.04, -2.13, 0.78], [2.70, -1.29, -0.06], [3.93, -1.00, 2.89], [2.48, -0.65, 3.72], [3.41, 0.65, 1.08], [3.26, 1.44, 2.54], [0.94, 0.09, 1.31], [1.04, 2.34, 3.10], [0.77, 0.82, 3.53], [-1.31, 1.89, 3.32], [-1.26, 0.71, 2.12], [-2.88, 3.02, 0.06], [-3.26, 3.09, 1.79], [-3.01, 1.59, 0.94], [0.64, -3.62, 2.27], [0.09, -2.61, 1.21], [-1.43, -2.85, 0.77], [-1.69, -4.20, 0.54], [-3.03, -4.47, 0.23], [0.34, -1.25, 1.74], [-0.05, -3.69, 3.12], [1.64, -3.38, 2.62], [0.80, -4.62, 1.87], [0.73, -2.66, 0.33], [-1.68, -2.28, -0.12], [-2.10, -2.49, 1.56], [-3.69, -4.20, 1.06], [-3.11, -5.55, 0.23], [-3.37, -4.06, -0.72], [0.11, -0.61, 0.99], [1.34, -1.13, 1.83], [0.93, 3.54, -4.38], [0.66, 2.80, -3.09], [1.64, 1.55, -2.90], [1.24, 0.82, -1.71], [1.71, -0.50, -1.77], [0.57, 3.69, -1.94], [0.08, 4.13, -4.74], [0.91, 2.81, -5.19], [1.85, 4.12, -4.45], [-0.34, 2.40, -3.23], [2.67, 1.87, -2.73], [1.65, 0.97, -3.82], [1.79, -0.97, -0.79], [2.75, -0.60, -2.08], [1.04, -1.12, -2.37], [1.24, 4.39, -2.23], [-0.31, 4.18, -2.01], [-1.73, 1.53, -1.77], [-0.92, 2.53, -1.16], [-1.26, 0.55, -1.80], [-2.70, 1.49, -1.27], [-1.96, 1.76, -2.81], [-1.47, 3.31, -1.28], [-3.10, -0.95, -0.72], [-2.63, 0.02, 0.17], [-2.81, -1.97, -0.47], [-4.19, -0.90, -0.81], [-2.59, -0.68, -1.64], [-1.67, 0.06, 0.17]],
  "lowdin_charge": [0.88, -0.06, -0.32, -0.12, -0.15, -0.06, -0.23, -0.21, -0.17, -0.10, 0.11, 0.10, 0.04, 0.11, 0.12, 0.10, 0.11, -0.05, 0.10, 0.10, 0.11, 0.09, 0.07, 0.07, 0.06, -0.05, -0.32, -0.20, -0.18, -0.13, -0.06, 0.07, 0.06, 0.06, 0.09, 0.04, 0.13, 0.09, 0.08, 0.08, -0.26, -0.10, -0.09, -0.39, -0.13, -0.32, -0.23, 0.02, 0.07, 0.07, 0.07, 0.09, 0.11, 0.11, -0.01, 0.09, 0.10, 0.06, 0.07, -0.24, -0.21, 0.00, 0.07, 0.07, 0.07, -0.18, -0.30, 0.01, 0.09, 0.07, -0.24],
  "total_charge": -1,
  "largest_force_ev_per_a": 7.5,
  "homo_energy_ev": -3.16,
  "orbital_gap_ev": 6.20
}

***

[2]
{
  "formula": "C16H45N3O5",
  "method": "ωB97M-V/def2-TZVPD",
  "symbols": ["C", "C", "C", "O", "C", "N", "H", "H", "H", "H", "H", "H", "H", "H", "H", "H", "H", "C", "C", "C", "O", "C", "N", "H", "H", "H", "H", "H", "H", "H", "H", "H", "H", "H", "C", "C", "C", "O", "C", "N", "H", "H", "H", "H", "H", "H", "H", "H", "H", "H", "H", "C", "C", "O", "H", "H", "H", "H", "H", "H", "C", "C", "O", "H", "H", "H", "H", "H", "H"],
  "xyz": [[0.50, -1.56, 4.82], [1.97, -1.55, 4.45], [2.93, -2.44, 5.27], [4.22, -2.26, 4.63], [5.22, -3.10, 5.17], [2.01, -2.03, 3.06], [0.44, -1.17, 5.84], [0.05, -2.54, 4.86], [-0.10, -0.96, 4.14], [2.34, -0.53, 4.54], [2.53, -3.45, 5.19], [2.76, -1.96, 6.23], [6.16, -2.88, 4.67], [5.07, -4.18, 5.13], [5.41, -2.92, 6.23], [3.02, -1.96, 2.98], [1.75, -3.00, 3.03], [-2.90, -1.87, -3.71], [-1.98, -1.15, -2.78], [-0.42, -1.02, -3.28], [-0.13, -2.31, -3.83], [1.23, -2.61, -3.66], [-2.36, 0.24, -2.62], [-3.95, -1.58, -3.65], [-2.75, -2.95, -3.73], [-2.72, -1.68, -4.76], [-2.00, -1.51, -1.76], [0.20, -0.77, -2.42], [-0.19, -0.26, -4.02], [1.47, -3.44, -4.32], [1.56, -2.94, -2.67], [1.89, -1.84, -4.07], [-3.34, 0.30, -2.37], [-2.36, 0.56, -3.58], [2.63, 4.31, -1.12], [1.54, 3.22, -1.09], [1.87, 1.73, -1.24], [2.96, 1.39, -2.19], [2.57, 1.41, -3.54], [0.72, 3.44, 0.09], [3.20, 4.30, -2.05], [3.34, 4.35, -0.30], [2.15, 5.29, -1.15], [0.90, 3.41, -1.95], [0.96, 1.24, -1.59], [2.03, 1.28, -0.27], [2.41, 2.42, -3.90], [1.81, 0.65, -3.73], [3.36, 1.01, -4.17], [0.05, 2.70, 0.26], [0.10, 4.19, -0.18], [-0.48, -0.03, 0.88], [-1.83, 0.84, 0.68], [-1.67, 1.68, -0.42], [0.45, 0.53, 1.00], [-0.40, -0.50, -0.10], [-0.64, -0.75, 1.69], [-2.16, 1.42, 1.54], [-2.58, 0.08, 0.45], [-1.80, 1.22, -1.25], [-5.44, 1.33, 0.97], [-5.40, 1.88, -0.48], [-5.01, 0.77, -1.29], [-6.01, 0.42, 1.19], [-6.04, 1.93, 1.66], [-4.46, 1.09, 1.37], [-4.57, 2.58, -0.61], [-6.29, 2.33, -0.90], [-5.76, 0.17, -1.28]],
  "lowdin_charge": [-0.07, -0.45, -0.18, -0.19, -0.12, 0.03, 0.08, 0.08, 0.06, 0.14, 0.13, 0.13, 0.09, 0.09, 0.08, 0.05, 0.07, -0.06, -0.37, -0.16, -0.18, -0.11, 0.02, 0.08, 0.09, 0.09, 0.13, 0.09, 0.11, 0.09, 0.10, 0.08, 0.05, 0.10, 0.00, -0.33, -0.13, -0.16, -0.10, 0.34, 0.09, 0.10, 0.09, 0.18, 0.10, 0.13, 0.09, 0.06, 0.10, 0.09, 0.15, -0.03, -0.28, -0.11, 0.04, 0.05, 0.06, 0.11, 0.10, 0.01, -0.07, -0.25, -0.12, 0.07, 0.07, 0.04, 0.10, 0.11, 0.09],
  "total_charge": 1,
  "largest_force_ev_per_a": 3.4,
  "s2": 0.755,
  "homo_energy_ev": [-11.17, -11.16],
  "orbital_gap_ev": [8.69, 3.02],
  "multiplicity": 2
}

***

[3]
{
  "formula": "C16H45N4O5Tl",
  "method": "ωB97M-V/def2-TZVPD",
  "symbols": ["Tl", "O", "H", "C", "C", "C", "O", "C", "N", "H", "H", "H", "H", "H", "H", "H", "H", "H", "H", "H", "C", "C", "C", "O", "C", "N", "H", "H", "H", "H", "H", "H", "H", "H", "H", "H", "H", "C", "C", "C", "O", "C", "N", "H", "H", "H", "H", "H", "H", "H", "H", "H", "H", "H", "C", "C", "C", "O", "C", "N", "H", "H", "H", "H", "H", "H", "H", "H", "H", "H", "H"],
  "xyz": [[-15.18, -21.50, -6.66], [-14.97, -18.78, -6.14], [-14.33, -18.14, -5.77], [-11.90, -16.05, -6.51], [-12.16, -16.92, -7.66], [-11.64, -18.34, -7.34], [-10.23, -18.52, -7.03], [-9.57, -19.78, -7.28], [-13.64, -17.05, -7.72], [-10.94, -16.35, -6.09], [-12.59, -16.26, -5.68], [-11.89, -15.00, -6.79], [-11.75, -16.51, -8.59], [-12.07, -19.07, -8.03], [-12.27, -18.48, -6.47], [-9.61, -20.50, -6.47], [-8.52, -19.52, -7.45], [-9.84, -20.25, -8.22], [-14.14, -16.36, -7.18], [-14.04, -17.83, -7.21], [-16.03, -19.46, -11.40], [-15.52, -20.42, -10.35], [-14.12, -21.00, -10.61], [-13.66, -21.77, -9.50], [-12.34, -22.14, -9.65], [-15.79, -19.73, -9.04], [-15.52, -18.50, -11.49], [-17.10, -19.28, -11.27], [-15.88, -19.90, -12.38], [-16.18, -21.29, -10.34], [-13.48, -20.12, -10.67], [-14.01, -21.72, -11.43], [-11.82, -21.30, -9.19], [-11.97, -22.40, -10.64], [-12.13, -22.98, -8.99], [-15.21, -18.90, -9.07], [-16.63, -19.24, -9.32], [-19.22, -20.70, -3.16], [-18.38, -20.98, -4.44], [-18.30, -19.73, -5.29], [-17.87, -19.88, -6.73], [-19.02, -19.91, -7.59], [-17.02, -21.38, -4.15], [-20.28, -20.57, -3.38], [-18.83, -19.86, -2.59], [-19.16, -21.59, -2.53], [-18.69, -21.89, -4.96], [-17.60, -19.03, -4.82], [-19.21, -19.14, -5.25], [-19.52, -18.95, -7.68], [-19.82, -20.60, -7.30], [-18.72, -20.34, -8.54], [-16.64, -20.67, -3.54], [-16.99, -22.18, -3.54], [-14.11, -19.22, -1.05], [-14.81, -18.47, -2.23], [-14.11, -17.22, -2.93], [-13.48, -16.45, -1.90], [-12.60, -15.55, -2.51], [-14.99, -19.43, -3.23], [-13.11, -19.57, -1.31], [-14.54, -20.14, -0.67], [-13.91, -18.58, -0.19], [-15.81, -18.17, -1.91], [-14.90, -16.62, -3.39], [-13.51, -17.40, -3.82], [-13.03, -14.67, -2.97], [-12.02, -15.98, -3.33], [-11.80, -15.31, -1.80], [-14.27, -20.11, -3.03], [-14.88, -19.16, -4.19]],
  "lowdin_charge": [1.08, -0.48, -0.08, -0.02, -0.31, -0.15, -0.15, -0.05, 0.33, 0.13, 0.07, 0.12, 0.18, 0.12, 0.10, 0.09, 0.10, 0.08, 0.14, 0.02, -0.03, -0.37, -0.15, -0.29, -0.11, 0.11, 0.10, 0.10, 0.11, 0.15, 0.13, 0.15, 0.07, 0.12, 0.10, 0.08, 0.07, 0.00, -0.39, -0.12, -0.21, -0.06, 0.04, 0.10, 0.09, 0.09, 0.16, 0.12, 0.14, 0.12, 0.11, 0.09, 0.04, 0.11, 0.00, -0.28, -0.12, -0.08, -0.08, 0.23, 0.10, 0.10, 0.10, 0.18, 0.15, 0.10, 0.11, 0.08, 0.12, 0.14, 0.05],
  "total_charge": 3,
  "largest_force_ev_per_a": 3.1,
  "s2": 1.770,
  "homo_energy_ev": [-17.58, -17.57],
  "orbital_gap_ev": [4.70, 3.81],
  "multiplicity": 2
}